--- w ---
This record from OMol25 describes the molecule C2H3N3O. The level of theory is the ωB97M-V functional and the def2-TZVPD basis.

The highest occupied orbital energy is -9.18 eV. As for the net charge: 0. As for the spin multiplicity: 1. The calculation puts the gap between HOMO and LUMO at 8.942 eV.

Positions of all 9 atoms, in Å:
C (-1.2631, 0.1141, 0.0553)
C (0.2169, -0.0609, 0.0754)
N (0.8054, -1.2507, 0.4624)
O (2.0120, -1.3696, 0.3340)
N (2.0836, 1.2646, -0.6662)
N (1.0754, 0.8374, -0.3884)
H (-1.5297, 1.0673, -0.4039)
H (-1.7181, -0.6871, -0.5322)
H (-1.6825, 0.0849, 1.0636)

natural (NBO) population analysis, charges in e, atoms 1 to 8: C -0.631; C 0.014; N 0.105; O -0.370; N 0.116; N 0.072; H 0.229; H 0.233

=====

--- x ---
This record from OMol25 describes the molecule C2H3N3O. The level of theory is the ωB97M-V functional and the def2-TZVPD basis.

The highest occupied orbital energy is -9.41 eV. The SMILES is On1ccnn1. As for the net charge: 0. As for the spin multiplicity: 1. The calculation puts the gap between HOMO and LUMO at 9.972 eV.

Positions of all 9 atoms, in Å:
C (-0.4810, -0.3341, -0.8162)
C (-1.3427, 0.4108, -0.0461)
H (2.2907, -0.5573, 0.7520)
H (-0.4853, -1.0920, -1.5549)
H (-2.4977, 0.4491, 0.1452)
N (0.6809, 0.0599, -0.2788)
N (-0.5957, 1.0446, 1.1377)
N (0.5929, 0.6836, 0.9211)
O (1.8380, -0.6646, -0.2601)

natural (NBO) population analysis, charges in e, atoms 1 to 8: C -0.104; C -0.164; H 0.508; H 0.256; H 0.239; N 0.070; N -0.183; N -0.078

=====

--- y ---
This record from OMol25 describes the molecule C2H3N3O. The level of theory is the ωB97M-V functional and the def2-TZVPD basis.

The highest occupied orbital energy is -9.31 eV. The SMILES is Oc1nc[nH]n1. As for the net charge: 0. As for the spin multiplicity: 1. The calculation puts the gap between HOMO and LUMO at 10.147 eV.

Positions of all 9 atoms, in Å:
O (-0.0026, -1.0477, 2.0288)
C (0.2406, -0.4774, 0.8183)
N (-0.2262, -0.9920, -0.2587)
N (-0.2930, -0.0775, -1.2291)
C (0.4107, 1.2378, -0.6354)
N (0.6552, 1.0547, 0.6083)
H (-0.9684, -1.1730, 2.1133)
H (-0.3026, -0.6239, -2.1169)
H (0.4862, 2.0988, -1.3285)

natural (NBO) population analysis, charges in e, atoms 1 to 8: O -0.674; C 0.545; N -0.294; N -0.450; C 0.187; N -0.446; H 0.497; H 0.412

=====

--- z ---
This record from OMol25 describes the molecule C2H3N3O. The level of theory is the ωB97M-V functional and the def2-TZVPD basis.

The highest occupied orbital energy is -9.26 eV. As for the net charge: 0. As for the spin multiplicity: 1. The calculation puts the gap between HOMO and LUMO at 9.676 eV.

Positions of all 9 atoms, in Å:
N (-1.6059, -0.2514, -0.3639)
C (-0.3318, -0.4026, 0.0539)
C (0.6639, 0.6369, -0.0800)
N (1.8581, 0.3633, 0.3717)
N (2.8888, 0.1295, 0.7632)
O (-0.1295, -1.5139, 0.5395)
H (-1.8443, -1.1978, -0.0382)
H (-2.0132, 0.6291, -0.7238)
H (0.5139, 1.6070, -0.5224)

natural (NBO) population analysis, charges in e, atoms 1 to 8: N -0.860; C 0.613; C -0.379; N 0.122; N 0.071; O -0.667; H 0.447; H 0.413

=====

z takes first place; second place is 0.461 eV up.

=====

--- w ---
This record from OMol25 describes the molecule C2H3N3O. The level of theory is the ωB97M-V functional and the def2-TZVPD basis.

The highest occupied orbital energy is -9.14 eV. As for the net charge: 0. As for the spin multiplicity: 1. The calculation puts the gap between HOMO and LUMO at 9.136 eV.

Positions of all 9 atoms, in Å:
N (1.0615, 1.1327, 0.6852)
C (0.2512, 0.2546, -0.0071)
N (-0.5738, 0.6101, -0.9609)
O (-1.4059, -0.3360, -1.2822)
N (-0.8504, -1.5901, -0.3816)
C (0.1171, -1.1334, 0.3310)
H (1.2389, 1.9940, 0.1922)
H (1.9054, 0.6964, 1.0298)
H (-1.5245, -1.9727, 0.2984)

natural (NBO) population analysis, charges in e, atoms 1 to 8: N -0.794; C 0.164; N -0.053; O -0.222; N -0.375; C 0.067; H 0.389; H 0.392

=====

--- x ---
This record from OMol25 describes the molecule C2H3N3O. The level of theory is the ωB97M-V functional and the def2-TZVPD basis.

The highest occupied orbital energy is -10.07 eV. The SMILES is CN=C=NN=O. As for the net charge: 0. As for the spin multiplicity: 1. The calculation puts the gap between HOMO and LUMO at 9.938 eV.

Positions of all 9 atoms, in Å:
C (1.3697, -0.1593, 0.8627)
C (-0.4903, 0.1805, -0.2821)
N (0.2933, 0.7510, 0.4235)
O (-2.5129, 1.0672, -1.3215)
N (-2.3268, -0.0982, -1.5688)
N (-1.1806, -0.5880, -0.9865)
H (0.9141, -1.0090, 1.3807)
H (1.8942, -0.5263, -0.0251)
H (2.0393, 0.3821, 1.5170)

natural (NBO) population analysis, charges in e, atoms 1 to 8: C -0.407; C 0.763; N -0.448; O -0.342; N 0.272; N -0.472; H 0.207; H 0.208

=====

x takes first place; second place is 0.296 eV up.

=====

--- w ---
This record from OMol25 describes the molecule C2H3N3O. The level of theory is the ωB97M-V functional and the def2-TZVPD basis.

The highest occupied orbital energy is -9.61 eV. The SMILES is [H]/N=c1/nc[nH]o1. As for the net charge: 0. As for the spin multiplicity: 1. The calculation puts the gap between HOMO and LUMO at 10.069 eV.

Positions of all 9 atoms, in Å:
C (-0.2800, -0.9031, -0.1011)
C (0.9745, 0.7819, -0.3734)
H (-1.6199, -2.0722, 0.2735)
H (1.8398, 1.3525, -0.8897)
H (-0.0424, 1.7919, 1.0433)
N (-0.7576, -2.0558, -0.1768)
N (0.9412, -0.5086, -0.4491)
N (-0.1616, 1.3735, 0.1256)
O (-0.8939, 0.2399, 0.5476)

natural (NBO) population analysis, charges in e, atoms 1 to 8: C 0.612; C 0.252; H 0.348; H 0.224; H 0.392; N -0.658; N -0.481; N -0.304

=====

--- x ---
This record from OMol25 describes a structure of composition C2H3N3O. The level of theory is the ωB97M-V functional and the def2-TZVPD basis.

The highest occupied orbital energy is -10.46 eV. As for the net charge: 0. As for the spin multiplicity: 1. The calculation puts the gap between HOMO and LUMO at 9.297 eV.

Positions of all 9 atoms, in Å:
C (-0.7941, -1.8917, 0.1820)
C (0.7414, 1.5295, -0.1081)
N (-1.4595, -2.6437, 0.7651)
N (-0.1938, -0.9993, -0.5593)
N (-0.0478, 0.5744, 0.3050)
O (1.2990, 1.6099, -1.1676)
H (0.6670, 2.3764, 0.6829)
H (0.6253, -1.3102, -0.9154)
H (-0.8376, 0.7547, 0.8155)

natural (NBO) population analysis, charges in e, atoms 1 to 8: C 0.359; C 0.497; N -0.322; N -0.467; N -0.434; O -0.566; H 0.136; H 0.400

=====

w takes first place; second place is 1.045 eV up.

=====

--- w ---
This record from OMol25 describes the molecule C2H3N3O. The level of theory is the ωB97M-V functional and the def2-TZVPD basis.

The highest occupied orbital energy (spin up / spin down) is -7.83 / -7.83 eV. As for the net charge: 0. As for the spin multiplicity: 1. The calculation puts the gap between HOMO and LUMO (spin up / spin down) at 8.419 / 8.420 eV.

Positions of all 9 atoms, in Å:
C (-1.1558, -0.4379, 0.7685)
C (-0.3016, 1.6379, 0.2054)
N (-1.1134, 0.9216, 0.7115)
N (-0.1261, -1.0191, 0.1840)
N (0.7929, -0.2165, -0.2623)
O (1.9378, -0.6846, -0.8109)
H (-2.1140, -0.9824, 1.0789)
H (0.1201, 2.3442, -0.5324)
H (1.9602, -1.5632, -1.3428)

natural (NBO) population analysis, charges in e, atoms 1 to 8: C -0.023; C 0.210; N -0.342; N -0.221; N -0.027; O -0.557; H 0.216; H 0.272

=====

--- x ---
This record from OMol25 describes a structure of composition C2H3N3O. The level of theory is the ωB97M-V functional and the def2-TZVPD basis.

The highest occupied orbital energy is -9.16 eV. As for the net charge: 0. As for the spin multiplicity: 1. The calculation puts the gap between HOMO and LUMO at 8.444 eV.

Positions of all 9 atoms, in Å:
N (-1.3763, -0.6770, -0.7426)
C (-0.4509, -0.2681, 0.1995)
C (0.6065, 0.6638, -0.2741)
N (1.7860, 0.3023, 0.1378)
N (2.7996, -0.0546, 0.4864)
O (-0.3584, -0.8501, 1.2749)
H (-2.0679, -1.2404, -0.2280)
H (-1.4855, 0.5707, 0.0338)
H (0.5469, 1.5535, -0.8877)

natural (NBO) population analysis, charges in e, atoms 1 to 8: N -0.550; C 0.372; C -0.367; N 0.104; N 0.056; O -0.631; H 0.365; H 0.400

=====

x takes first place; second place is 0.755 eV up.

=====

--- w ---
This record from OMol25 describes the molecule C2H3N3O. The level of theory is the ωB97M-V functional and the def2-TZVPD basis.

The highest occupied orbital energy is -10.09 eV. The SMILES is O=c1nc[nH][nH]1. As for the net charge: 0. As for the spin multiplicity: 1. The calculation puts the gap between HOMO and LUMO at 10.495 eV.

Positions of all 9 atoms, in Å:
C (-0.2944, -1.0007, 0.6144)
C (-0.0564, 0.1715, -1.0776)
H (0.2879, 0.2139, -2.1231)
H (1.1899, 1.4715, -0.5396)
H (-0.4389, 0.6164, 1.7244)
N (-0.5542, -0.9995, -0.7121)
N (0.1924, 1.0850, -0.2403)
N (0.2446, 0.3053, 0.9791)
O (-0.5708, -1.8634, 1.3749)

natural (NBO) population analysis, charges in e, atoms 1 to 8: C 0.703; C 0.287; H 0.200; H 0.400; H 0.399; N -0.525; N -0.400; N -0.496

=====

--- x ---
This record from OMol25 describes the molecule C2H3N3O. The level of theory is the ωB97M-V functional and the def2-TZVPD basis.

The highest occupied orbital energy is -8.93 eV. As for the net charge: 0. As for the spin multiplicity: 1. The calculation puts the gap between HOMO and LUMO at 9.492 eV.

Positions of all 9 atoms, in Å:
N (0.4265, -1.3133, 0.7413)
C (0.7033, -0.1765, 0.0323)
C (-0.5025, 0.3501, -0.6884)
N (-0.8755, 1.5809, -0.5274)
N (-1.2598, 2.6346, -0.3509)
O (1.8145, 0.3085, -0.0444)
H (1.1821, -1.7147, 1.2779)
H (-0.5155, -1.4809, 1.0584)
H (-0.9732, -0.1887, -1.4989)

natural (NBO) population analysis, charges in e, atoms 1 to 8: N -0.817; C 0.644; C -0.396; N 0.088; N 0.015; O -0.579; H 0.402; H 0.398

=====

x takes first place; second place is 0.349 eV up.

=====

--- w ---
This record from OMol25 describes the molecule C2H3N3O. The level of theory is the ωB97M-V functional and the def2-TZVPD basis.

The highest occupied orbital energy is -9.06 eV. The SMILES is Nc1ncno1. As for the net charge: 0. As for the spin multiplicity: 1. The calculation puts the gap between HOMO and LUMO at 9.597 eV.

Positions of all 9 atoms, in Å:
C (-0.4289, 0.3605, 0.4638)
C (0.3406, -1.1654, -0.9502)
H (-0.6701, 1.5594, 2.0995)
H (-1.4558, 0.0023, 2.1059)
H (0.1992, -2.1130, -1.5750)
N (-0.8957, 0.8206, 1.5340)
N (-0.6272, -0.8291, -0.0696)
N (1.1208, -0.0768, -1.1931)
O (0.6589, 0.7472, -0.2014)

natural (NBO) population analysis, charges in e, atoms 1 to 8: C 0.653; C 0.139; H 0.420; H 0.430; H 0.221; N -0.786; N -0.600; N -0.159

=====

--- x ---
This record from OMol25 describes the molecule C2H3N3O. The level of theory is the ωB97M-V functional and the def2-TZVPD basis.

The highest occupied orbital energy (spin up / spin down) is -7.81 / -7.81 eV. As for the net charge: 0. As for the spin multiplicity: 1. The calculation puts the gap between HOMO and LUMO (spin up / spin down) at 7.893 / 7.892 eV.

Positions of all 9 atoms, in Å:
N (1.7631, 0.0280, 0.4202)
C (0.4841, 0.0959, 0.2841)
C (-0.6654, 0.9347, 0.2874)
O (-1.7565, 0.1854, 0.0193)
N (-1.4615, -1.0757, -0.1585)
N (-0.1679, -1.1129, 0.0045)
H (0.3814, -1.9562, -0.0850)
H (2.2110, 0.9006, 0.6557)
H (-0.8601, 1.9845, 0.4323)

natural (NBO) population analysis, charges in e, atoms 1 to 8: N -0.833; C 0.288; C -0.064; O -0.183; N 0.116; N -0.331; H 0.434; H 0.350

=====

w takes first place; second place is 0.886 eV up.